[1]
A molecular structure, C40H63EuN5O5P4Sb in a non-equilibrium geometry, computed with ωB97M-V/def2-TZVPD.

Output
E_HOMO (alpha / beta) = -0.35248 / -0.39845 Eh
2S+1 = 7
E_tot = -123200.71873 eV
Kohn-Sham gap (alpha / beta) = 5.4 / 6.5 eV
Charge = +2
Expectation value of S² = 12.019
Energy relative to the best compared isomer or geometry (same formula, charge and spin) = 0.00 kcal/mol

Last column: Mulliken charge in e.
Atoms and positions in Å:
1 Eu -0.321 -0.357 -0.325  1.252
2 C -5.129 0.274 -2.206  -0.849
3 N -4.063 0.442 -3.230  0.350
4 C -4.400 0.007 -4.588  -0.989
5 P -2.642 1.080 -2.799  -0.905
6 O -2.200 0.538 -1.468  0.161
7 O -1.591 0.508 -3.939  -0.148
8 P -0.043 -0.095 -3.965  0.647
9 O 0.578 -0.093 -2.608  -0.311
10 N 0.724 0.723 -5.139  0.161
11 C 1.736 1.739 -4.862  -0.903
12 C 0.122 1.025 -6.471  -1.146
13 N -0.182 -1.612 -4.581  0.268
14 C 0.883 -2.167 -5.437  -0.861
15 C -1.082 -2.663 -3.984  -0.778
16 N -2.711 2.695 -2.848  0.734
17 C -3.750 3.388 -3.633  -0.942
18 C -1.716 3.528 -2.137  -0.692
19 H -6.122 0.517 -2.662  0.355
20 H -4.997 0.920 -1.317  0.149
21 H -5.147 -0.779 -1.827  0.270
22 H -5.403 0.400 -4.935  0.374
23 H -4.430 -1.096 -4.681  0.340
24 H -3.665 0.352 -5.302  0.274
25 H 1.946 1.896 -3.778  0.280
26 H 1.376 2.686 -5.372  0.258
27 H 2.692 1.427 -5.333  0.286
28 H -0.601 0.278 -6.799  0.347
29 H 0.975 1.092 -7.166  0.420
30 H -0.321 2.018 -6.404  0.296
31 H 1.229 -1.389 -6.140  0.292
32 H 0.550 -3.092 -5.915  0.373
33 H 1.738 -2.452 -4.792  0.144
34 H -1.900 -2.136 -3.451  0.139
35 H -0.515 -3.319 -3.313  0.291
36 H -1.476 -3.272 -4.823  0.337
37 H -4.425 2.675 -4.090  0.297
38 H -3.314 4.025 -4.449  0.308
39 H -4.363 4.045 -2.980  0.298
40 H -1.173 2.886 -1.413  -0.094
41 H -2.228 4.361 -1.629  0.328
42 H -0.937 3.935 -2.837  0.290
43 N -0.919 1.022 3.288  0.335
44 P -0.774 1.984 1.786  0.605
45 C -2.418 2.835 1.678  0.856
46 C -2.522 4.245 1.614  -0.646
47 C -3.742 4.793 1.295  -0.691
48 C -4.889 3.963 1.143  -0.653
49 C -4.777 2.583 1.261  -0.518
50 C -3.527 2.013 1.508  -0.515
51 C 0.339 3.292 2.228  0.586
52 C -0.042 4.049 3.339  -0.863
53 C 0.794 5.101 3.666  -0.789
54 C 1.962 5.391 2.952  -0.633
55 C 2.284 4.577 1.851  -0.562
56 C 1.486 3.512 1.470  -0.459
57 P -0.380 -0.581 3.532  0.836
58 C -1.621 -1.110 4.736  0.380
59 C -1.457 -1.084 6.123  -0.345
60 C -2.536 -1.479 6.898  -0.607
61 C -3.634 -2.142 6.343  -0.537
62 C -3.744 -2.216 4.945  -0.746
63 C -2.727 -1.670 4.125  -0.522
64 C 1.307 -0.543 4.203  0.717
65 C 1.690 -1.571 5.085  -0.830
66 C 3.040 -1.649 5.421  -0.666
67 C 4.006 -0.742 4.974  -0.796
68 C 3.618 0.238 4.091  -0.371
69 C 2.252 0.391 3.749  -0.344
70 H -1.189 1.378 4.193  0.445
71 H -1.647 4.883 1.722  0.345
72 H -3.876 5.870 1.259  0.460
73 H -5.865 4.456 0.975  0.394
74 H -5.646 1.917 1.123  0.480
75 H -3.358 0.934 1.605  0.267
76 H -0.999 3.890 3.808  0.533
77 H 0.560 5.733 4.526  0.416
78 H 2.593 6.238 3.242  0.435
79 H 3.183 4.833 1.279  0.418
80 H 1.702 2.857 0.620  0.544
81 H -0.552 -0.710 6.583  0.478
82 H -2.574 -1.228 8.009  0.332
83 H -4.451 -2.522 7.004  0.362
84 H -4.585 -2.640 4.425  0.448
85 H -2.805 -1.737 3.039  0.352
86 H 0.932 -2.248 5.501  0.450
87 H 3.332 -2.434 6.135  0.396
88 H 5.022 -0.861 5.329  0.443
89 H 4.337 0.946 3.620  0.445
90 H 1.879 1.188 3.107  0.083
91 C -0.356 -4.538 2.399  -0.651
92 O -0.219 -3.213 3.142  -0.292
93 C -0.460 -2.116 2.424  0.699
94 O -0.793 -2.153 1.211  -0.861
95 H -1.181 -5.037 2.909  0.233
96 H 0.627 -5.010 2.612  0.259
97 H -0.592 -4.298 1.360  0.294
98 C 2.738 -5.137 -0.538  -1.070
99 C 3.684 -4.260 -1.342  -0.842
100 Sb 3.425 -2.143 -0.811  0.216
101 C 4.762 -0.913 -2.147  -0.667
102 C 5.197 -1.678 -3.384  -0.956
103 C 4.759 -2.248 0.965  -0.625
104 C 6.031 -3.053 0.852  -1.104
105 H 2.939 -6.225 -0.682  0.373
106 H 1.721 -4.994 -0.885  0.252
107 H 2.761 -4.942 0.533  0.256
108 H 3.477 -4.350 -2.446  0.465
109 H 4.727 -4.560 -1.172  0.362
110 H 5.644 -0.606 -1.528  0.407
111 H 4.178 -0.020 -2.431  0.335
112 H 5.739 -2.621 -3.181  0.324
113 H 5.861 -1.014 -3.993  0.361
114 H 4.343 -1.998 -4.007  0.122
115 H 4.105 -2.698 1.743  0.226
116 H 4.970 -1.222 1.214  0.564
117 H 5.827 -4.086 0.522  0.250
118 H 6.591 -3.089 1.817  0.371
119 H 6.726 -2.662 0.061  0.248

[2]
A molecular structure, C6H9NO in a non-equilibrium geometry, computed with ωB97M-V/def2-TZVPD.

Output
E_HOMO = -0.33213 Eh
E_tot = -9902.13098 eV
Kohn-Sham gap = 9.8 eV
Energy relative to the best compared isomer or geometry (same formula, charge and spin) = 80.09 kcal/mol

Last column: Mulliken charge in e.
Atoms and positions in Å:
1 C 0.596 1.203 1.510  -1.432
2 C 0.175 0.332 0.333  0.550
3 C 1.199 -0.459 -0.508  -0.554
4 C -1.014 -0.996 -0.629  -0.078
5 C -0.852 0.579 -0.833  -0.660
6 C -0.739 -0.777 0.735  0.487
7 H -0.277 1.528 2.090  0.310
8 H 1.429 0.684 2.165  0.265
9 H 1.110 2.202 1.286  0.348
10 H 2.023 -0.939 0.058  0.352
11 H 1.551 0.180 -1.311  0.309
12 H 0.352 -1.646 -2.220  0.288
13 H -2.135 -1.236 -0.943  0.297
14 H -0.468 0.953 -1.671  0.345
15 H -1.920 0.950 -0.748  0.311
16 N 0.243 -1.583 -1.127  -0.534
17 O -1.274 -0.975 1.814  -0.605

[3]
10 unconnected molecules or ions with the total composition C40H76N4O14 in a non-equilibrium geometry, computed with ωB97M-V/def2-TZVPD.

Output
SMILES = CCN(CC)CC.CCN(CC)CC.O=C1CCCO1.O=C1CCCO1.O=C1CCCO1.O=C1CCCO1.O=C1CCCO1.O=C1CCCO1.CC(N)=O.CC(N)=O
E_HOMO = -0.30820 Eh
E_tot = -77337.46305 eV
Kohn-Sham gap = 8.7 eV
Energy relative to the best compared isomer or geometry (same formula, charge and spin) = 0.00 kcal/mol

Last column: Mulliken charge in e.
Atoms and positions in Å:
1 O 8.936 24.844 -8.741  -0.593
2 C 10.143 24.770 -8.498  0.767
3 N 11.007 24.267 -9.401  -0.325
4 C 10.642 25.306 -7.175  -0.648
5 H 11.994 24.376 -9.249  0.173
6 H 10.663 23.790 -10.221  0.194
7 H 10.087 26.219 -6.958  -0.173
8 H 11.610 25.794 -7.367  0.278
9 H 10.660 24.587 -6.366  0.402
10 O 7.211 30.155 -15.119  -0.639
11 C 6.369 30.311 -14.246  0.429
12 N 5.117 30.771 -14.550  -0.382
13 C 6.666 29.853 -12.845  0.661
14 H 4.398 30.424 -13.941  0.215
15 H 5.005 31.167 -15.464  0.236
16 H 6.856 28.784 -12.773  0.151
17 H 5.986 30.271 -12.100  -0.333
18 H 7.623 30.232 -12.472  -0.380
19 C 8.219 29.745 -4.583  -1.371
20 C 8.016 28.297 -4.986  -0.180
21 N 6.871 28.048 -5.866  1.082
22 C 5.631 28.769 -5.521  -0.726
23 C 4.814 29.128 -6.748  -0.977
24 C 6.722 26.586 -5.966  -0.437
25 C 5.776 26.080 -7.049  -1.435
26 H 7.607 30.196 -3.807  0.560
27 H 8.276 30.377 -5.479  0.062
28 H 9.273 29.915 -4.324  0.198
29 H 8.968 28.004 -5.431  -0.063
30 H 7.880 27.744 -4.044  0.489
31 H 5.855 29.654 -4.923  0.351
32 H 5.030 28.205 -4.791  0.234
33 H 4.598 28.275 -7.382  0.239
34 H 5.262 29.890 -7.389  -0.043
35 H 3.898 29.594 -6.369  0.541
36 H 7.692 26.203 -6.287  0.107
37 H 6.432 26.153 -5.002  0.508
38 H 5.892 25.028 -7.301  0.377
39 H 4.745 26.244 -6.718  0.392
40 H 5.854 26.616 -7.996  0.204
41 C 9.120 36.384 -7.050  -1.097
42 C 9.811 35.501 -5.985  -0.885
43 N 10.028 34.163 -6.572  0.540
44 C 11.422 34.002 -7.025  -1.017
45 C 11.691 32.852 -7.975  -0.090
46 C 9.524 33.111 -5.664  0.939
47 C 8.173 33.311 -4.943  -1.247
48 H 8.290 35.780 -7.435  0.207
49 H 9.802 36.568 -7.873  0.291
50 H 8.535 37.215 -6.645  0.377
51 H 10.804 35.976 -5.888  0.480
52 H 9.476 35.611 -4.955  0.522
53 H 11.671 34.980 -7.431  0.539
54 H 12.016 33.868 -6.108  0.399
55 H 11.014 32.001 -7.947  -0.466
56 H 11.684 33.198 -9.011  0.237
57 H 12.688 32.481 -7.730  0.275
58 H 10.304 32.676 -5.019  0.017
59 H 9.387 32.294 -6.385  -0.831
60 H 8.378 33.419 -3.879  0.322
61 H 7.595 32.399 -5.072  0.242
62 H 7.572 34.142 -5.304  0.367
63 O 1.290 32.132 -10.897  -0.572
64 C 2.424 32.324 -10.592  0.472
65 O 2.885 33.550 -10.205  -0.388
66 C 4.330 33.611 -10.125  -0.516
67 C 4.803 32.147 -10.118  0.926
68 C 3.566 31.334 -10.472  -0.329
69 H 4.603 34.106 -9.201  0.344
70 H 4.718 34.076 -11.026  0.243
71 H 5.088 31.762 -9.136  -0.375
72 H 5.710 31.934 -10.684  -0.281
73 H 3.375 30.662 -9.633  0.156
74 H 3.567 30.647 -11.320  0.275
75 O 10.080 28.453 -11.391  -0.804
76 C 9.524 28.715 -10.351  0.411
77 O 8.233 28.649 -10.138  -0.520
78 C 7.872 29.070 -8.787  1.491
79 C 9.182 29.516 -8.186  1.587
80 C 10.272 28.890 -9.019  0.950
81 H 7.450 28.178 -8.333  -0.783
82 H 7.107 29.841 -8.836  -0.638
83 H 9.266 29.167 -7.162  -0.267
84 H 9.383 30.583 -8.280  -1.027
85 H 10.547 27.860 -8.758  -0.474
86 H 11.210 29.431 -8.941  -0.099
87 O 9.174 21.750 -12.366  -0.581
88 C 8.869 22.887 -12.547  0.468
89 O 9.755 23.887 -12.279  -0.429
90 C 9.117 25.184 -12.365  0.269
91 C 7.832 24.947 -13.148  -0.443
92 C 7.521 23.463 -13.042  -0.450
93 H 9.738 25.971 -12.794  0.315
94 H 9.038 25.515 -11.326  -0.327
95 H 7.983 25.217 -14.190  0.354
96 H 7.047 25.543 -12.681  0.223
97 H 7.212 23.087 -14.011  0.303
98 H 6.807 23.213 -12.259  0.272
99 O 12.028 29.714 -6.519  -0.050
100 C 12.771 29.567 -5.588  0.224
101 O 13.958 28.980 -5.672  -0.346
102 C 14.707 29.096 -4.445  -0.485
103 C 13.921 30.074 -3.615  -0.706
104 C 12.487 29.900 -4.112  -0.304
105 H 15.707 29.442 -4.685  0.314
106 H 14.743 28.140 -3.921  0.300
107 H 14.275 31.096 -3.768  0.302
108 H 13.996 29.879 -2.544  0.363
109 H 11.885 30.792 -3.974  0.064
110 H 12.050 29.025 -3.629  0.333
111 O 16.099 29.134 -8.266  -0.537
112 C 15.521 29.243 -9.297  0.324
113 O 16.020 29.899 -10.400  -0.385
114 C 14.963 30.313 -11.240  -0.609
115 C 13.686 29.702 -10.678  0.568
116 C 14.130 28.712 -9.642  0.421
117 H 15.079 30.027 -12.289  0.350
118 H 14.860 31.401 -11.293  0.233
119 H 13.141 29.180 -11.466  0.408
120 H 13.052 30.467 -10.231  -0.708
121 H 14.305 27.651 -9.803  0.396
122 H 13.754 28.897 -8.629  -0.423
123 O 8.714 32.012 -10.512  -0.479
124 C 9.339 32.406 -11.455  0.255
125 O 9.031 33.504 -12.151  -0.415
126 C 10.120 34.020 -12.874  -0.428
127 C 11.204 32.943 -12.875  -0.807
128 C 10.642 31.793 -11.993  1.035
129 H 10.574 34.948 -12.520  0.233
130 H 9.772 34.204 -13.892  0.308
131 H 12.203 33.271 -12.578  0.327
132 H 11.442 32.570 -13.874  0.339
133 H 11.340 31.578 -11.193  -0.877
134 H 10.486 30.974 -12.689  0.444

[4]
A molecular structure, C5H13O9P2V in a non-equilibrium geometry, computed with ωB97M-V/def2-TZVPD.

Output
E_HOMO = -0.33273 Eh
E_tot = -68076.82988 eV
Kohn-Sham gap = 3.9 eV

Last column: Mulliken charge in e.
Atoms and positions in Å:
1 C 3.205 0.006 -0.068  -0.823
2 P 1.329 -0.318 -0.292  0.528
3 P 1.123 1.596 -1.319  0.925
4 O 0.357 2.695 -0.423  -0.633
5 O 2.677 2.359 -1.717  -0.557
6 O 0.098 1.411 -2.758  -0.545
7 O 0.790 0.579 1.134  -0.394
8 C -0.633 0.336 1.543  -0.399
9 C -1.319 -0.084 0.079  0.323
10 C -2.845 -0.735 0.275  -0.323
11 C -3.868 0.587 0.228  0.445
12 O -4.839 0.738 -0.679  -0.543
13 O -3.698 1.636 1.275  -0.461
14 O -0.306 -0.930 -0.624  -0.485
15 H 3.683 0.018 -1.147  0.344
16 H 3.776 -0.859 0.519  0.313
17 H 3.428 1.004 0.530  0.245
18 H 1.616 -1.537 0.451  -0.058
19 H 1.640 -0.847 -1.614  0.183
20 H 2.962 2.870 -0.881  0.360
21 H -0.737 1.964 -2.607  0.370
22 H -1.131 1.345 1.925  0.247
23 H -0.724 -0.543 2.319  0.314
24 H -1.580 0.811 -0.666  -0.132
25 H -2.881 -1.271 1.315  0.315
26 H -3.144 -1.408 -0.637  0.267
27 H -3.663 2.523 0.776  0.362
28 O 0.872 -6.143 0.405  -0.783
29 V 1.561 -4.649 1.021  1.477
30 O 2.250 -3.155 1.638  -0.884

[5]
2 unconnected molecules or ions with the total composition C2H9N2O in a non-equilibrium geometry, computed with ωB97M-V/def2-TZVPD.

Output
E_HOMO = -0.55246 Eh
E_tot = -7240.86615 eV
Kohn-Sham gap = 11.4 eV
Charge = +1
Energy relative to the best compared isomer or geometry (same formula, charge and spin) = 34.36 kcal/mol

Last column: Mulliken charge in e.
Atoms and positions in Å:
1 C 1.827 1.053 -0.335  -0.685
2 N -0.654 -1.691 -0.296  -0.258
3 C 0.406 -0.892 -0.205  0.170
4 N 0.604 0.377 0.087  -0.090
5 H 2.629 0.249 -0.173  0.267
6 H 1.826 1.243 -1.443  0.317
7 H 1.933 2.054 0.270  0.279
8 H -1.413 -1.208 0.184  0.322
9 H -0.640 -2.612 -0.681  0.237
10 H 1.342 -1.501 -0.132  0.215
11 H -0.179 0.993 0.181  0.277
12 H -2.473 0.807 1.556  0.307
13 H -3.015 0.640 0.272  0.317
14 O -2.192 0.488 0.714  -0.674